12 unconnected molecules or ions with the total composition C36H96O36S12 at a distorted geometry. Source: the Open Molecules 2025 dataset; level of theory: wB97M-V/def2-TZVPD.

- ΔE to the lowest compared entry with this formula, charge and spin (kcal per mole) = 231.3
- 2S+1 = 1
- SMILES = CCOS(C)(=O)=O.CCOS(C)(=O)=O.CCOS(C)(=O)=O.CCOS(C)(=O)=O.CCOS(C)(=O)=O.CCOS(C)(=O)=O.CCOS(C)(=O)=O.CCOS(C)(=O)=O.CCOS(C)(=O)=O.CCOS(C)(=O)=O.CCOS(C)(=O)=O.CCOS(C)(=O)=O
- largest force on an atom (eV Å⁻¹) = 5.0
- charge = 0

XYZ file:
```
180
Properties=species:S:1:pos:R:3:forces:R:3
O 0.29542 2.38204 3.54615 0.307 2.470 -0.288
S 0.07732 3.84174 3.47001 -1.227 -1.590 0.495
O 0.33050 4.68682 4.63131 0.238 -0.946 -2.110
O 0.84937 4.46415 2.13970 -1.011 -1.665 0.370
C 0.95896 3.56019 0.91577 0.985 0.439 0.592
C 2.40684 2.99230 0.86286 -0.974 0.550 -0.858
C -1.72386 4.04031 3.03927 2.265 0.447 -0.449
H 0.66579 4.20541 0.08761 0.641 0.403 0.041
H 0.20857 2.77550 0.81944 -0.015 -0.202 1.058
H 3.14368 3.78031 0.70722 -0.082 0.243 0.774
H 2.55083 2.43578 -0.06323 -0.441 -0.509 0.013
H 2.60313 2.34815 1.71998 0.069 0.238 -0.049
H -1.70432 5.06749 2.67509 -0.647 0.095 0.297
H -2.30416 3.84647 3.94136 0.092 0.044 -0.305
H -1.91869 3.37691 2.19663 -0.189 -0.137 0.358
O -4.20743 0.58640 -6.60934 1.276 0.912 -2.184
S -3.44777 1.05094 -7.78712 1.015 -2.634 1.990
O -3.60986 2.36539 -8.28615 -0.235 1.252 0.069
O -1.82573 0.73673 -7.52400 -2.914 0.247 -0.571
C -1.09534 1.48052 -6.53347 -0.361 -0.131 0.083
C 0.27789 1.02966 -6.81828 1.548 -0.279 -0.670
C -3.62917 -0.05277 -9.19215 0.300 0.175 0.526
H -1.36396 1.21042 -5.51221 -0.562 0.006 -0.106
H -1.21482 2.55066 -6.70263 -0.187 -0.003 0.154
H 0.65533 1.56248 -7.69106 0.467 0.479 0.368
H 0.30567 0.01548 -7.21673 -0.320 -0.325 0.579
H 0.91068 1.06858 -5.93162 0.229 0.289 -0.263
H -4.70019 -0.10408 -9.38804 0.127 -0.089 -0.035
H -3.18431 -1.02362 -8.97389 -0.273 0.071 0.153
H -3.08359 0.40438 -10.01766 -0.177 0.065 0.084
O 4.21423 0.53889 10.31645 -2.860 -1.727 -1.950
S 3.06236 -0.23355 9.78355 -0.183 -0.356 0.476
O 1.66295 0.14756 10.03223 2.466 -0.034 -0.767
O 3.30689 -0.54203 8.09916 1.141 0.694 2.256
C 2.33405 -1.29440 7.39630 -3.077 1.635 -0.289
C 2.24486 -0.92626 5.89023 0.688 -0.799 0.053
C 3.18856 -1.97921 10.32537 0.295 1.183 -0.340
H 1.37541 -0.91956 7.75492 -0.323 0.148 0.263
H 2.21661 -2.34142 7.67572 1.132 -0.338 -0.418
H 1.30971 -1.25278 5.43527 -0.174 -0.503 0.452
H 3.03146 -1.42978 5.32824 0.106 0.316 -0.148
H 2.21417 0.13915 5.66206 0.529 0.084 0.556
H 2.30440 -2.47378 9.92318 0.357 -0.101 -0.189
H 3.18327 -2.09423 11.40927 0.107 0.438 -0.096
H 4.15269 -2.24081 9.88934 -0.238 -0.629 0.097
O -0.97458 10.00871 -2.08746 0.918 -1.417 -0.988
S -0.58517 9.14140 -3.18610 -1.576 -0.516 -1.063
O 0.72436 9.16454 -3.79105 -0.457 -0.209 1.053
O -1.04721 7.53834 -2.90994 -0.409 3.190 0.395
C -0.12883 6.52053 -2.59180 0.640 -1.122 -1.280
C 0.08179 5.81016 -3.93824 0.999 0.396 0.107
C -1.81356 9.40498 -4.52635 0.435 0.342 1.629
H -0.63689 5.84064 -1.90790 0.212 0.318 0.430
H 0.81812 6.92797 -2.23770 -0.174 -0.152 0.444
H 0.52644 4.81520 -3.91734 -0.528 -0.260 0.358
H 0.84608 6.37584 -4.47111 -0.272 0.294 -0.330
H -0.86863 5.88313 -4.46690 0.180 -0.506 -0.178
H -1.90019 8.48874 -5.11039 0.059 0.429 -0.097
H -1.50755 10.32215 -5.02959 0.270 -0.386 -0.348
H -2.71138 9.68762 -3.97668 -0.235 -0.456 -0.186
O -5.46285 -3.88866 2.36772 2.488 0.415 0.784
S -4.22126 -3.19461 2.73805 -0.700 2.319 -1.372
O -4.30816 -2.07865 3.68433 0.392 -2.540 -0.491
O -2.98889 -4.19551 3.17087 -2.675 3.280 2.576
C -2.48631 -5.14495 2.34073 0.411 -1.402 -1.700
C -1.05733 -4.80944 2.11956 1.883 0.897 -0.201
C -3.49306 -2.36191 1.23354 -0.534 -1.605 0.482
H -3.03552 -5.10228 1.40017 -0.071 -0.731 -0.125
H -2.56211 -6.09504 2.86957 -0.338 -0.257 -0.473
H -0.53246 -5.28830 1.29294 -0.315 -0.615 0.073
H -0.47043 -4.91620 3.03184 -0.013 -0.382 0.104
H -0.90316 -3.75360 1.89702 -0.483 0.232 -0.117
H -3.01679 -3.10264 0.59121 0.170 0.013 0.202
H -2.78226 -1.61366 1.58424 -0.348 -0.001 -0.043
H -4.33691 -2.01431 0.63757 0.059 0.430 0.403
O -3.84876 -4.26414 -2.24924 3.774 2.214 -0.549
S -2.68891 -3.36286 -2.58397 -2.996 0.085 0.175
O -2.24964 -2.31013 -1.65058 -0.315 -2.103 -1.214
O -1.44132 -4.35246 -3.00167 -1.833 0.702 0.104
C -0.15997 -3.80347 -3.20953 3.043 -0.276 -1.099
C 0.88542 -4.85110 -3.72344 -0.966 -0.313 0.568
C -3.22587 -2.47219 -4.12323 1.337 -0.630 -0.235
H 0.23481 -3.31521 -2.31854 -0.361 0.044 -0.051
H 0.01787 -3.19601 -4.09693 -1.552 1.263 0.428
H 0.79832 -5.79926 -3.19286 0.366 -0.031 -0.018
H 1.87895 -4.40837 -3.65282 0.005 -0.064 0.468
H 0.75896 -5.01132 -4.79415 -0.339 -0.266 0.060
H -2.38069 -1.95173 -4.57367 0.372 -0.063 0.324
H -3.97154 -1.69128 -3.97405 -0.192 -0.494 0.653
H -3.52363 -3.22000 -4.85822 -0.322 -0.044 0.314
O -3.96357 1.74167 3.33321 -2.351 -0.210 -1.162
S -5.38093 1.57334 2.99793 -1.404 -0.945 0.621
O -6.21350 2.72070 2.51149 2.168 -3.008 1.083
O -5.53996 0.21819 1.99894 -0.044 1.479 0.695
C -6.69917 0.13366 1.10851 0.913 0.563 -1.374
C -6.30241 0.82307 -0.20068 -0.533 1.160 1.133
C -6.20357 0.72000 4.48169 -0.456 1.114 -0.810
H -7.62265 0.54090 1.52014 0.264 0.191 0.326
H -6.89532 -0.89650 0.81120 0.355 -0.372 0.938
H -5.39118 0.41076 -0.63399 -0.486 -0.367 -0.331
H -6.06031 1.85960 0.03402 0.073 0.129 0.021
H -7.20217 0.90998 -0.80976 0.371 -0.469 -0.631
H -5.67455 -0.13861 4.89525 0.759 0.567 -0.231
H -7.17572 0.30256 4.21948 -0.002 0.280 -0.711
H -6.43518 1.53715 5.16486 0.454 -0.161 0.287
O 1.38414 1.41141 -2.95993 -0.687 -0.891 1.169
S 0.40640 0.46859 -2.43326 -0.398 0.951 0.675
O 0.16622 -0.70798 -3.23530 0.211 0.158 0.875
O 0.80460 0.13194 -0.85137 0.251 0.086 -2.798
C 0.09096 -0.94332 -0.17850 0.997 0.079 1.190
C 1.03152 -1.40191 0.93669 0.227 0.063 1.017
C -1.17738 1.37171 -2.18997 0.758 -1.251 -0.010
H -0.04950 -1.83671 -0.78697 -0.455 0.623 -0.450
H -0.82600 -0.46572 0.16673 -0.239 -0.571 0.092
H 1.48746 -0.65885 1.59096 0.152 0.906 -0.792
H 1.84407 -2.01143 0.54128 -0.103 0.024 -0.011
H 0.57098 -1.91970 1.77806 -0.709 -0.752 -0.561
H -1.96339 0.72262 -2.57594 0.077 0.300 -0.534
H -1.01917 2.31185 -2.71837 -0.491 -0.064 0.248
H -1.40253 1.41325 -1.12428 0.392 0.571 -0.019
O 3.23752 -3.37166 2.93481 1.523 -2.867 -1.076
S 4.02315 -4.51376 2.36443 -1.766 3.427 -1.015
O 5.39378 -4.22867 1.99274 -1.023 -1.005 0.873
O 3.92959 -5.75587 3.34841 -0.837 -0.020 0.278
C 2.57726 -6.17090 3.83195 -0.289 -0.668 0.001
C 2.59037 -7.68152 4.04915 0.549 0.358 -0.344
C 3.19281 -5.15210 0.82842 0.029 0.049 0.988
H 1.77152 -5.95910 3.12909 0.482 0.267 -0.609
H 2.21983 -5.66235 4.72733 0.986 0.411 0.162
H 2.72342 -8.17336 3.08557 -0.161 -0.128 0.021
H 1.64495 -7.98387 4.49954 0.021 -0.019 -0.058
H 3.41531 -8.01467 4.67891 -0.076 0.184 0.155
H 2.11042 -5.03441 0.88031 0.054 0.038 0.380
H 3.44341 -6.21213 0.78794 0.097 0.093 -0.177
H 3.52668 -4.61578 -0.05983 0.383 -0.003 0.382
O -3.27541 3.05843 -4.19417 -1.309 -0.048 -0.537
S -4.68037 3.25228 -3.86000 0.354 -1.171 1.864
O -5.38772 2.09775 -3.20120 1.468 3.769 -2.140
O -4.62657 4.48187 -2.76913 -0.990 -1.604 -0.706
C -3.99276 5.72179 -3.11737 -0.435 0.508 1.293
C -3.87012 6.45502 -1.77622 0.728 0.201 -0.078
C -5.61929 4.14568 -5.22628 0.876 -0.915 1.273
H -4.67382 6.30999 -3.73240 0.116 -0.083 -0.359
H -3.03322 5.55516 -3.60689 -0.051 -0.036 0.033
H -4.82103 6.70567 -1.30606 -0.113 -0.135 -0.346
H -3.29259 7.36876 -1.91633 -0.164 0.115 -0.097
H -3.30150 5.88549 -1.04111 -0.015 -0.293 -0.131
H -5.00879 5.00456 -5.50505 0.082 -0.183 0.119
H -6.51382 4.47453 -4.69734 -0.187 -0.205 -0.448
H -5.73503 3.48716 -6.08713 -0.247 -0.063 0.304
O 4.01301 -2.06833 -0.60438 1.511 -1.376 -1.353
S 4.98078 -2.66279 -1.54661 0.053 0.731 -0.199
O 4.88045 -4.07330 -1.95272 0.133 2.539 0.769
O 4.93666 -1.72720 -2.91459 0.325 -0.263 0.908
C 3.85684 -0.73587 -3.14483 -0.665 -0.677 0.771
C 3.64837 -0.44946 -4.59857 1.513 0.418 -0.215
C 6.71693 -2.22235 -0.91119 -1.272 0.711 -0.311
H 3.98526 0.27224 -2.75071 0.821 -0.390 0.974
H 2.98036 -1.15077 -2.64711 -0.106 0.035 -0.238
H 4.41693 0.26074 -4.90359 0.249 0.198 0.053
H 2.74691 0.16308 -4.61472 -0.399 -0.731 -0.662
H 3.87126 -1.27672 -5.27241 -1.185 -0.247 0.008
H 7.54493 -2.31676 -1.61377 -0.486 -0.547 -0.236
H 6.93718 -2.66421 0.06058 -0.400 -0.542 -0.286
H 6.59577 -1.15363 -0.73439 -0.100 0.058 -0.029
O 6.27842 0.40148 4.96241 -0.172 -0.041 0.538
S 7.02950 -0.39850 4.06498 1.189 -1.901 -3.436
O 8.40661 -0.11749 3.70541 -1.201 -0.373 1.217
O 6.92532 -2.03299 4.44252 1.302 2.227 0.542
C 5.97039 -2.42922 5.43740 -0.934 -0.958 -0.361
C 6.08325 -3.93153 5.67693 -0.566 -0.704 -0.831
C 6.19981 -0.55404 2.42805 -0.714 -0.047 0.496
H 5.03500 -2.17481 4.93898 -0.503 -0.337 0.595
H 5.99210 -1.97756 6.42918 0.590 0.803 -0.359
H 5.94121 -4.53437 4.77999 0.400 0.360 -0.480
H 5.21827 -4.29305 6.23300 0.025 0.395 0.641
H 6.99708 -4.30154 6.14180 0.022 0.471 0.159
H 6.16798 0.32566 1.78523 0.369 0.496 0.692
H 5.16277 -0.80653 2.64922 -0.027 -0.239 -0.068
H 6.64603 -1.32979 1.80579 0.165 -0.181 0.701
```
Forces are in eV/Å.